{
  "formula": "C15H31F3N3O5S",
  "method": "ωB97M-V with the def2-TZVPD basis set",
  "total_charge": 1,
  "homo_ev": -12.543,
  "e_tot_ev": -49745.41756,
  "homo_lumo_gap_ha": 0.2887,
  "species": ["O", "C", "O", "C", "H", "C", "H", "C", "H", "H", "H", "H", "H", "F", "H", "H", "H", "H", "H", "H", "N", "C", "C", "H", "O", "C", "C", "H", "H", "C", "F", "H", "H", "F", "C", "H", "H", "H", "H", "N", "C", "S", "H", "C", "H", "H", "H", "N", "H", "H", "O", "C", "H", "O", "C", "H", "H", "C"],
  "xyz": [[0.12, -0.30, -1.55], [-1.16, -2.97, 0.16], [3.30, 5.44, -4.84], [3.32, 4.11, -5.39], [-1.81, -1.11, -0.05], [-2.32, -0.68, 2.96], [-2.63, 1.63, 5.43], [-0.25, -3.36, -2.00], [-1.38, -0.43, 2.47], [-1.05, -2.19, 3.82], [-1.81, -2.30, 5.97], [1.71, 3.39, -4.15], [-4.17, -2.34, 0.51], [2.78, 7.46, -3.15], [4.34, 3.84, -5.67], [1.71, -4.14, -1.95], [2.25, -2.54, -3.53], [-3.52, 0.53, 6.47], [2.69, 2.11, -4.89], [2.91, -1.92, -2.06], [-0.95, -3.90, -0.77], [-1.54, -0.19, 5.82], [-2.26, -1.48, 5.40], [-0.11, -3.79, 1.70], [5.04, 4.95, -3.50], [1.24, -3.19, -1.71], [-2.54, 0.91, 6.24], [-0.41, -4.10, -2.77], [-3.08, -3.06, 1.64], [4.20, 5.70, -3.91], [4.47, 8.00, -4.41], [-0.76, -0.30, -1.95], [-4.36, -1.00, 2.39], [4.80, 7.39, -2.36], [-3.24, -2.18, 1.04], [-0.77, -2.44, -2.24], [1.46, -2.99, -0.67], [-3.43, -0.05, 1.24], [-0.10, -2.06, 1.66], [-0.42, -2.93, 1.26], [4.06, 7.16, -3.44], [1.15, -0.55, -2.75], [-0.85, -0.38, 6.63], [2.72, 3.09, -4.43], [-0.37, -4.61, -0.34], [-0.96, 0.22, 4.99], [-2.19, 1.47, 7.11], [-2.18, -2.06, 0.00], [-2.62, 0.21, 3.50], [3.30, 3.02, -3.52], [2.11, 0.47, -2.76], [-3.40, -0.93, 1.89], [-3.32, -1.46, 5.65], [0.39, -0.62, -3.95], [1.97, -2.13, -2.57], [-2.74, -2.70, 3.72], [2.73, 4.15, -6.30], [-2.08, -1.86, 3.92]]
}

=====

{
  "formula": "C15H31IInLiN2O2S",
  "method": "ωB97M-V with the def2-TZVPD basis set",
  "total_charge": 0,
  "homo_ev": -7.568,
  "e_tot_ev": -47437.25111,
  "homo_lumo_gap_ha": 0.1790,
  "species": ["H", "H", "C", "N", "H", "C", "C", "H", "Li", "H", "C", "H", "N", "H", "H", "H", "C", "H", "C", "C", "O", "H", "O", "I", "C", "H", "C", "H", "H", "H", "C", "H", "H", "H", "H", "H", "H", "C", "C", "H", "C", "H", "In", "H", "H", "H", "H", "H", "S", "C", "H", "H", "C", "H"],
  "xyz": [[5.76, 0.83, 1.22], [-1.32, -2.14, -0.06], [2.94, -3.20, -0.18], [-0.21, 1.60, 1.01], [2.41, -1.36, 1.83], [4.59, 0.62, 1.19], [-1.69, -1.59, -1.02], [4.20, 0.75, 2.29], [3.50, -3.86, 2.32], [-1.44, 2.91, 3.44], [-5.32, 0.32, -1.41], [0.19, -1.32, -2.46], [-5.62, 0.31, 0.07], [-1.59, 3.52, -1.76], [-6.29, 0.07, -2.04], [-4.63, -1.92, -1.62], [2.87, 0.90, -0.95], [-6.50, 0.84, 0.28], [1.47, -2.99, 0.52], [0.41, 1.98, 2.33], [1.68, 2.29, 2.56], [0.66, -3.03, -0.34], [-1.49, 3.67, 0.92], [2.72, 2.17, -2.75], [-0.55, 3.09, -1.37], [-3.37, -1.05, 0.52], [-4.17, -0.83, -1.68], [0.22, 3.99, -1.51], [3.63, -2.24, -0.16], [3.40, 2.61, 0.63], [-0.64, 2.05, 3.63], [-5.85, -0.69, 0.31], [-3.63, -0.66, -2.72], [-2.11, -2.28, -1.86], [3.46, -0.07, -1.31], [4.78, 2.08, -0.54], [-2.71, 0.50, -0.47], [-2.97, -0.64, -0.53], [3.87, 1.67, 0.11], [3.40, -2.75, -2.81], [-0.49, -0.68, -1.72], [-1.25, 1.04, 3.64], [0.90, 0.20, -0.12], [3.49, -4.09, 0.34], [-1.06, 0.15, -2.34], [-4.90, 1.33, -1.81], [0.54, -1.61, 2.18], [1.26, -3.91, 1.22], [2.70, -3.68, -1.98], [1.36, -1.56, 1.31], [4.50, -0.52, 0.84], [-0.30, 2.17, -2.05], [-0.74, 2.78, 0.22], [-0.05, 2.22, 4.63]]
}

=====

{
  "formula": "C15H31IP2Pd",
  "method": "ωB97M-V with the def2-TZVPD basis set",
  "total_charge": 2,
  "homo_ev": [-12.339, -13.939],
  "e_tot_ev": -46193.61217,
  "multiplicity": 5,
  "homo_lumo_gap_ha": [0.2315, 0.2168],
  "s_squared": 6.020,
  "species": ["H", "C", "H", "H", "C", "H", "C", "I", "H", "H", "H", "C", "H", "H", "H", "H", "H", "H", "H", "P", "H", "C", "H", "H", "H", "H", "H", "H", "H", "C", "C", "C", "H", "C", "H", "P", "H", "H", "Pd", "C", "C", "C", "H", "C", "C", "H", "H", "C", "H", "H"],
  "xyz": [[0.55, 1.44, -4.32], [2.49, -2.57, 1.53], [2.26, 1.04, -1.68], [1.54, 1.31, 0.25], [3.42, 0.07, 1.38], [3.51, 0.96, 0.76], [-5.57, 0.84, 1.14], [-3.25, 1.06, 2.81], [-0.12, -1.00, -4.17], [0.16, 1.46, 3.06], [-0.42, 3.08, -0.28], [-0.59, -1.03, -3.17], [4.30, -0.55, 1.21], [-6.23, 0.71, 0.26], [-1.68, -1.02, -3.30], [2.22, -2.71, 2.58], [-0.28, -1.96, -2.68], [-2.32, -0.45, -0.85], [-5.31, 1.90, 1.27], [1.98, -0.95, 0.91], [3.58, -2.62, 1.43], [-0.47, 2.12, 0.25], [-1.82, -2.06, 0.35], [-1.34, 2.19, 0.94], [3.38, 0.37, 2.43], [1.79, -1.99, -1.25], [-0.06, -1.98, -0.11], [0.69, 2.60, -2.98], [2.04, -3.36, 0.93], [-0.87, 1.09, -0.83], [1.73, 0.09, -1.86], [0.54, 0.97, 2.16], [2.12, -0.24, -2.84], [2.18, -1.03, -0.90], [1.33, 2.70, 1.33], [-0.02, 0.38, -2.21], [-0.92, 2.17, -3.64], [-0.54, -2.25, 2.37], [-4.09, -0.41, 0.81], [-1.26, -0.26, -0.48], [-0.58, -1.24, 1.91], [0.73, -0.49, 2.19], [-1.75, 1.59, -1.32], [0.83, 1.78, 0.98], [0.08, 1.77, -3.38], [1.11, -0.78, 3.20], [-6.05, 0.42, 2.04], [-0.89, -1.40, 0.38], [3.27, -1.11, -0.98], [-1.42, -0.66, 2.38]]
}

=====

{
  "formula": "C15H31NO3P2Pb",
  "method": "ωB97M-V with the def2-TZVPD basis set",
  "total_charge": 0,
  "homo_ev": [-5.010, -5.011],
  "e_tot_ev": -47507.44969,
  "homo_lumo_gap_ha": [0.1816, 0.1816],
  "species": ["C", "H", "H", "H", "H", "H", "H", "C", "H", "C", "Pb", "C", "C", "C", "H", "C", "H", "H", "C", "H", "H", "P", "H", "H", "O", "C", "H", "H", "C", "H", "H", "H", "O", "H", "H", "H", "H", "O", "H", "H", "P", "H", "C", "C", "C", "H", "H", "N", "H", "C", "C", "H", "H"],
  "xyz": [[-4.28, -3.74, -0.34], [-5.14, -5.16, -3.34], [-3.41, -5.26, -1.63], [-3.52, 2.37, 2.53], [-1.84, -0.25, 3.16], [-5.44, -1.01, 0.53], [-2.64, -0.85, 0.31], [-2.61, -0.14, 1.16], [-3.10, 3.72, 1.44], [-3.26, 1.55, -1.19], [-3.39, -2.54, -2.27], [-1.46, -0.43, 2.14], [-3.52, 2.70, 1.49], [-4.22, -4.52, -1.52], [-2.23, -3.62, 3.14], [-5.67, -2.15, -2.70], [-2.98, 2.48, -1.71], [-7.17, -3.45, -1.93], [-5.84, -1.72, -0.21], [-2.83, 0.73, -1.77], [-2.09, -2.19, 4.22], [-2.57, 1.56, 0.47], [-6.77, -3.63, -3.66], [-6.93, -1.57, -0.22], [0.62, -0.99, -1.87], [-5.56, -3.18, 0.20], [-0.86, -3.48, 4.28], [-5.52, -3.19, 1.30], [-5.30, -1.38, -1.57], [-6.41, -3.81, -0.08], [-0.02, -2.96, 0.16], [-0.59, -4.18, 1.31], [-1.57, -0.80, -1.85], [-3.50, -3.85, 0.42], [-0.83, 2.97, -0.39], [-0.64, 0.29, 1.94], [-5.74, -1.60, -3.65], [-0.66, -2.72, -2.45], [-4.56, 2.75, 1.15], [-3.57, -0.20, 1.72], [-0.48, -2.05, 2.39], [-5.01, -0.35, -1.74], [-6.34, -3.48, -2.65], [-0.76, -3.16, 0.95], [-5.46, -4.73, -2.37], [-4.35, 1.45, -1.16], [-6.11, -5.51, -1.92], [-0.47, -1.51, -2.07], [-1.77, -3.08, 0.53], [-1.54, -2.92, 3.62], [-0.86, 2.08, 0.26], [-0.28, 1.28, -0.23], [-0.40, 2.34, 1.23]]
}